(1)
Here is a single C3H4N2O molecule from OMol25. Energies are from wB97M-V/def2-TZVPD.

Its net charge is 0. The SMILES is NC=C=CN=O. The value obtained for the HOMO-LUMO gap (spin up / spin down) is 8.36 / 8.36 eV. The value obtained for the HOMO energy (spin up / spin down) is -0.3231 / -0.3231 Eh. The value obtained for the total energy is -8198.9587 eV.

CARTESIAN COORDINATES (ANGSTROEM)
N (1.9229, 0.4082, -0.4851)
C (0.5795, 0.1800, -0.7789)
C (-0.5212, 0.4783, -0.1363)
C (-1.6707, 0.2479, 0.4495)
N (-1.8415, -1.0001, 1.1855)
O (-0.8261, -1.6400, 1.3209)
H (2.5332, -0.3979, -0.5748)
H (2.0777, 0.8883, 0.3894)
H (0.2938, -0.0494, -1.8042)
H (-2.5477, 0.8846, 0.4341)



(2)
Here is 2 unconnected molecules or ions with the total composition C8H15PS from OMol25. Energies are from wB97M-V/def2-TZVPD.

Its net charge is 0. The SMILES is CC1=CC(C)(C)PS1.C=C. The value obtained for the HOMO-LUMO gap is 9.22 eV. The value obtained for the HOMO energy is -0.3072 Eh. The value obtained for the total energy is -28662.3974 eV.

CARTESIAN COORDINATES (ANGSTROEM)
C (-1.6047, 3.2827, -0.1204)
C (-0.7025, 2.1026, -0.0337)
C (0.5763, 2.0282, -0.3656)
C (1.3701, 0.7750, -0.1064)
C (2.3638, 0.4879, -1.2277)
C (2.1138, 0.9091, 1.2304)
P (0.1244, -0.6437, 0.0449)
S (-1.4389, 0.6222, 0.6493)
H (-1.7485, 3.7066, 0.8725)
H (-2.5781, 2.9869, -0.5022)
H (-1.1801, 4.0449, -0.7682)
H (1.0966, 2.8748, -0.7843)
H (2.8917, -0.4460, -1.0454)
H (3.0992, 1.2887, -1.2775)
H (1.8630, 0.4242, -2.1889)
H (2.8136, 1.7410, 1.2002)
H (2.6748, -0.0004, 1.4424)
H (1.4056, 1.0806, 2.0421)
H (-0.2160, -0.6060, -1.3208)
C (-2.2609, -3.8849, 0.7091)
C (-2.0510, -5.0035, 0.0474)
H (-3.2421, -3.5856, 1.0351)
H (-1.4548, -3.2118, 0.9544)
H (-1.0646, -5.2946, -0.2761)
H (-2.8507, -5.6787, -0.2107)



(3)
Here is 2 unconnected molecules or ions with the total composition C5H7O3 from OMol25. Energies are from wB97M-V/def2-TZVPD.

Its net charge is +1. The value obtained for the HOMO-LUMO gap (spin up / spin down) is 8.66 / 8.65 eV. The value obtained for the HOMO energy (spin up / spin down) is -0.5078 / -0.5078 Eh. The value obtained for the total energy is -11428.5589 eV.

CARTESIAN COORDINATES (ANGSTROEM)
C (0.8278, 2.6393, 0.2919)
C (3.0920, -0.9543, -0.1252)
C (0.4245, 0.2557, 0.0439)
C (0.1577, -0.2941, -1.2647)
C (0.1193, -0.5591, 1.2862)
O (3.6665, -1.8983, -0.1339)
O (2.5525, 0.0754, -0.0915)
O (0.4456, 1.5266, 0.0564)
H (0.0257, 3.4034, 0.3911)
H (1.0898, -0.6473, -1.7746)
H (-0.0452, 0.4840, -1.9837)
H (-0.7107, -0.9210, -1.3982)
H (0.3881, -1.6518, 1.3149)
H (-1.0000, -0.4164, 1.6051)
H (0.5128, -0.0379, 2.1223)



(4)
Here is a molecular structure, C5H10InMgO3 from OMol25. Energies are from wB97M-V/def2-TZVPD.

Its net charge is +1. The value obtained for the HOMO-LUMO gap (spin up / spin down) is 4.06 / 6.62 eV. The value obtained for the HOMO energy (spin up / spin down) is -0.3486 / -0.3950 Eh. The value obtained for the total energy is -22098.1163 eV.

CARTESIAN COORDINATES (ANGSTROEM)
O (-1.5271, -0.1234, -1.7948)
C (-0.3481, -0.5495, -2.3981)
C (0.8738, 0.2316, -1.9248)
O (0.7683, 0.3252, -0.4992)
C (1.9105, 0.7963, 0.1949)
In (-1.1439, 0.5361, -0.0773)
H (-0.3823, -0.4702, -3.5008)
H (-0.1739, -1.6164, -2.1486)
H (0.8992, 1.2521, -2.3408)
H (1.8131, -0.2737, -2.1948)
H (1.5585, 1.5387, 0.9203)
H (2.3763, -0.0357, 0.7420)
H (2.6313, 1.2141, -0.5240)
C (-1.8258, 0.6008, 1.9374)
C (-1.6014, -0.7475, 2.2796)
O (-0.5029, -1.1433, 2.7677)
Mg (1.1123, -2.2797, 2.2174)
H (-1.1446, 1.3418, 2.3764)
H (-2.8766, 0.8874, 1.8153)
H (-2.4167, -1.4847, 2.1519)



(5)
Here is a molecular structure, C38H48BrLaN5O5P2Se4Si2 from OMol25. Energies are from wB97M-V/def2-TZVPD.

Its net charge is -1. The value obtained for the HOMO-LUMO gap (spin up / spin down) is 5.40 / 4.35 eV. The value obtained for the HOMO energy (spin up / spin down) is -0.1617 / -0.1600 Eh. The value obtained for the total energy is -424496.1725 eV.

CARTESIAN COORDINATES (ANGSTROEM)
La (0.8786, 1.1317, -0.7616)
C (2.4171, -1.9057, 4.0115)
Si (2.3983, -1.6938, 2.1456)
C (1.9371, -3.3724, 1.3487)
C (4.1460, -1.2769, 1.5526)
N (1.3472, -0.5168, 1.5596)
P (0.1203, 0.2010, 2.3456)
C (-0.6951, 1.2959, 1.3319)
P (-2.0607, 1.3237, 0.3005)
N (-1.7524, 0.8433, -1.1939)
Si (-2.5036, 0.0531, -2.5000)
C (-1.3925, 0.4967, -3.9355)
C (-2.5622, -1.8435, -2.3470)
C (-4.1745, 0.6725, -3.1354)
C (-2.5307, 3.0924, 0.1704)
C (-1.9374, 4.0232, 1.0584)
C (-1.9700, 5.3783, 0.9367)
C (-2.7308, 5.9223, -0.1174)
C (-3.3522, 5.0531, -0.9761)
C (-3.2712, 3.6818, -0.8706)
C (-3.5358, 0.3874, 0.8501)
C (-3.4880, -0.9893, 0.8588)
C (-4.6193, -1.7306, 1.1815)
C (-5.8013, -1.1606, 1.6273)
C (-5.8283, 0.2860, 1.5898)
C (-4.7219, 1.0129, 1.2525)
C (-1.1635, -0.9241, 3.2356)
C (-1.1349, -2.2905, 3.2755)
C (-2.0175, -3.0905, 4.0762)
C (-2.9692, -2.4753, 4.8206)
C (-3.0199, -1.0490, 4.7651)
C (-2.1745, -0.3255, 4.0021)
C (0.8064, 0.9974, 3.8890)
C (1.8729, 1.8220, 3.6013)
C (2.5688, 2.5419, 4.5532)
C (2.1110, 2.4512, 5.8591)
C (1.0960, 1.5637, 6.2017)
C (0.4718, 0.7793, 5.2697)
H (2.7158, -0.9226, 4.3236)
H (1.4546, -2.3290, 4.4939)
H (3.2414, -2.5822, 4.2743)
H (1.1600, -3.9850, 1.8003)
H (1.7138, -3.1862, 0.3185)
H (2.8531, -4.0146, 1.1918)
H (4.1564, -0.1893, 1.4165)
H (5.0356, -1.4966, 2.1228)
H (4.2251, -1.7224, 0.5702)
H (-0.8795, -0.4371, -4.3276)
H (-2.0171, 0.8773, -4.7102)
H (-0.7080, 1.2730, -3.6190)
H (-1.6658, -2.3038, -1.9118)
H (-3.4507, -2.1984, -1.7854)
H (-2.6937, -2.3101, -3.2845)
H (-3.9967, 1.5587, -3.8007)
H (-4.7166, -0.0507, -3.7143)
H (-4.8624, 0.9734, -2.3149)
H (-1.3624, 3.4651, 1.8284)
H (-1.4492, 6.0017, 1.6562)
H (-3.0234, 6.9480, -0.1972)
H (-3.9202, 5.5075, -1.8133)
H (-3.6439, 3.0549, -1.7083)
H (-2.5949, -1.5303, 0.6936)
H (-4.5810, -2.8152, 1.0961)
H (-6.6419, -1.8141, 1.8764)
H (-6.7367, 0.7545, 1.9646)
H (-4.8352, 2.1017, 1.3913)
H (-0.3354, -2.7889, 2.7108)
H (-1.8165, -4.1336, 4.2144)
H (-3.6827, -2.9736, 5.4791)
H (-3.7673, -0.5358, 5.3247)
H (-2.3261, 0.7441, 3.9318)
H (2.1780, 1.8836, 2.5805)
H (3.4517, 3.1588, 4.3613)
H (2.5532, 3.0795, 6.5798)
H (0.8771, 1.4889, 7.2423)
H (-0.2466, -0.0220, 5.4986)
O (1.4243, -3.2209, -6.1176)
C (1.8728, -3.3287, -4.8750)
C (0.9282, -3.5125, -3.8668)
C (1.3794, -3.5387, -2.5261)
N (2.6397, -3.2937, -2.2376)
C (3.4830, -3.1299, -3.1969)
Br (5.3971, -3.0679, -2.6974)
C (3.2258, -3.1729, -4.5725)
H (2.1619, -2.7331, -6.5663)
H (-0.1060, -3.6007, -4.2396)
H (0.7193, -3.7618, -1.6318)
H (4.0149, -3.0344, -5.3619)
Se (1.3227, 1.9054, -8.9251)
Se (3.4339, 2.4752, -8.7148)
Se (2.8379, -0.2178, -6.2927)
Se (1.0345, -0.1323, -7.5525)
C (6.1031, 0.5054, -0.8824)
O (5.3435, 0.7829, -2.1112)
C (4.0263, 0.6414, -2.0867)
O (3.3394, -0.0862, -1.4066)
N (3.4595, 1.3636, -3.1287)
N (2.0699, 1.0522, -3.3032)
H (7.0303, 1.0242, -1.0593)
H (6.2723, -0.5364, -0.6823)
H (5.5905, 0.9466, -0.0056)
H (3.9506, 2.0705, -3.7006)
H (1.8973, 0.5400, -4.1801)
H (1.5789, 1.9281, -3.4863)
O (0.9888, 3.1500, -1.5280)
O (2.1540, 3.0867, -0.6525)



(6)
Here is a molecular structure, C6H12O from OMol25. Energies are from wB97M-V/def2-TZVPD.

Its net charge is 0. The value obtained for the HOMO-LUMO gap is 10.53 eV. The value obtained for the HOMO energy is -0.3518 Eh. The value obtained for the total energy is -8463.3227 eV.

CARTESIAN COORDINATES (ANGSTROEM)
C (1.6666, -0.0282, -1.3375)
C (1.1114, 0.1948, 0.0579)
O (0.9449, 1.6036, 0.3205)
C (-0.4778, 1.4850, 0.1805)
C (-0.4026, -0.0481, 0.3053)
C (-0.6734, -0.4897, 1.7428)
C (-1.1771, -0.9005, -0.6873)
H (2.6916, 0.3515, -1.3829)
H (1.6802, -1.0906, -1.6059)
H (1.0808, 0.5156, -2.0853)
H (1.7735, -0.2686, 0.8019)
H (-0.8211, 1.8442, -0.8024)
H (-1.0163, 2.0234, 0.9712)
H (-0.1087, 0.1262, 2.4518)
H (-0.3880, -1.5368, 1.8977)
H (-1.7393, -0.3940, 1.9858)
H (-0.9064, -1.9575, -0.5750)
H (-0.9812, -0.6113, -1.7246)
H (-2.2568, -0.8189, -0.5145)



It is found that the max |F| values, taken in the order of the records, are 0.902, 0.576, 5.433, 4.234, 5.617, 0.350 eV/Å.